{
  "formula": "C16H14ClN2O6Pd",
  "method": "the ωB97M-V functional and the def2-TZVPD basis",
  "symbols": ["Pd", "O", "C", "C", "C", "C", "C", "C", "C", "N", "C", "C", "N", "C", "C", "C", "C", "C", "C", "C", "O", "H", "H", "H", "H", "H", "H", "H", "H", "H", "H", "H", "H", "H", "H", "O", "Cl", "O", "O", "O"],
  "positions_angstrom": [[1.444, 0.251, -2.360], [-0.001, -0.471, 0.886], [0.548, -0.719, 2.094], [0.740, -2.069, 2.389], [1.197, -2.471, 3.626], [1.454, -1.529, 4.620], [1.236, -0.197, 4.343], [0.813, 0.238, 3.081], [0.555, 1.686, 2.973], [0.800, 2.582, 2.102], [1.490, 2.196, -2.865], [0.022, 2.588, -2.565], [-0.665, 1.360, -2.891], [-1.675, 0.896, -2.284], [-2.064, -0.498, -2.457], [-3.363, -0.868, -2.090], [-3.831, -2.160, -2.192], [-2.943, -3.138, -2.661], [-1.647, -2.824, -2.986], [-1.117, -1.499, -2.892], [0.121, -1.309, -3.176], [0.524, -2.781, 1.604], [1.348, -3.525, 3.821], [1.804, -1.835, 5.596], [1.407, 0.548, 5.112], [0.043, 2.106, 3.840], [0.331, 0.324, 0.450], [2.271, 1.546, -1.829], [-0.282, 3.419, -3.207], [-0.083, 2.882, -1.509], [-2.236, 1.483, -1.535], [-4.022, -0.086, -1.721], [-4.846, -2.412, -1.913], [-3.280, -4.165, -2.760], [-0.960, -3.589, -3.328], [4.358, 3.700, 2.627], [1.751, 2.093, 0.740], [2.794, 1.049, 1.129], [3.784, 4.402, 1.841], [2.181, 2.796, -3.650]],
  "mulliken_charge": [-0.007, -0.367, 0.975, -0.663, -0.380, -0.668, -0.730, 0.750, -0.503, -0.519, 0.502, -0.311, -0.418, -0.255, 0.633, -0.549, -0.612, -0.344, -0.531, 0.365, -0.871, 0.465, 0.366, 0.378, 0.406, 0.465, 0.065, -0.059, 0.343, 0.122, 0.304, 0.289, 0.374, 0.332, 0.367, 0.002, 0.366, -0.472, -0.005, -0.606],
  "total_energy_ha": -1766.8193,
  "multiplicity": 3,
  "homo_ev": [-3.920, -3.920],
  "orbital_gap_ha": [0.2270, 0.2027],
  "de_lowest_kj_mol": 244.9,
  "s2": 2.008,
  "total_charge": -1
}